This record from OMol25 describes C30H20CdCl2N9O as an isolated structure. The level of theory is ωB97M-V/def2-TZVPD.

Computed properties:
Kohn-Sham gap: 5.74 eV
E: -2811.15633 a.u.
Molecular weight: 705.87 g mol⁻¹

Structure (ORCA input):
```
! RIJCOSX wB97M-V def2-TZVPD def2/J DEFGRID3
* xyz 1 1
Cd 0.550 -0.340 0.202
C 2.604 3.264 2.109
C 2.311 1.982 1.662
N 1.312 1.770 0.816
C 0.591 2.815 0.395
C 0.880 4.087 0.884
N 1.878 4.305 1.728
C -0.472 2.541 -0.607
C -1.203 3.550 -1.216
C -2.162 3.220 -2.170
C -2.335 1.875 -2.486
C -1.566 0.917 -1.842
N -0.669 1.259 -0.918
C -1.670 -0.535 -2.141
C -2.537 -1.057 -3.099
N -2.605 -2.356 -3.354
C -1.821 -3.161 -2.654
C -0.956 -2.662 -1.687
N -0.880 -1.361 -1.445
C -2.961 4.267 -2.836
C -2.385 5.475 -3.218
C -3.182 6.421 -3.846
N -4.473 6.238 -4.095
C -5.023 5.087 -3.726
C -4.313 4.072 -3.100
H 3.428 3.459 2.783
H 2.878 1.114 1.976
H 0.301 4.958 0.606
H -1.049 4.587 -0.955
H -3.051 1.599 -3.246
H -3.198 -0.430 -3.683
H -1.886 -4.221 -2.868
H -0.323 -3.308 -1.092
H -1.331 5.667 -3.062
H -2.764 7.368 -4.168
H -6.080 4.974 -3.937
H -4.815 3.162 -2.796
Cl 4.765 -3.822 -0.916
C 3.607 -3.404 0.323
C 4.094 -3.589 1.807
C 2.474 -3.951 3.302
Cl 2.806 -4.778 4.824
C 1.099 -3.403 3.142
C -0.075 -3.592 3.763
C -1.176 -2.733 3.432
C -0.976 -1.684 2.594
N 0.210 -1.386 1.988
C 1.259 -2.314 2.148
C 2.630 -2.283 0.125
O 2.578 -1.206 -0.448
H 5.160 -3.758 1.914
H -0.186 -4.349 4.530
H -2.140 -2.880 3.896
H -1.780 -0.986 2.390
N 2.553 -1.648 2.506
C 3.419 -2.736 2.938
C 3.033 -4.683 2.063
C 2.360 -4.253 0.745
N 1.601 -2.970 0.776
H 2.375 -1.036 3.294
H 4.112 -2.415 3.710
H 3.262 -5.742 2.139
H 1.911 -5.003 0.100
*
```

Mulliken population analysis, charges in e, atoms 1 to 6: atom 1 (Cd): 0.8326, atom 2 (C): -0.4948, atom 3 (C): -0.2078, atom 4 (N): -0.1265, atom 5 (C): 0.2852, atom 6 (C): -0.0881